Computed, not measured: C43H65B2Cl54F3I2N2O5P as an isolated structure, with ωB97M-V/def2-TZVPD.

Summary:
HOMO level: -0.36832 hartree
Electronic energy: -28299.26804 hartree
LUMO energy: -2.398 eV
Gap between HOMO and LUMO: 7.6 eV
Largest force on an atom: 0.083 Eh/bohr
Total charge: +1

Geometry as XYZ:
```
177
Properties=species:S:1:pos:R:3:forces:R:3:mulliken_charge:R:1
C -5.210835 -6.609462 -0.092457 -0.454 -0.121 -0.084 -1.47
C -5.871330 -5.543696 0.762807 0.450 0.218 0.221 -1.04
C -5.460799 -4.063537 0.575039 -0.656 -0.202 -0.153 -1.52
C -4.032739 -3.813838 0.057479 -0.029 -0.620 -1.009 1.05
C -4.123566 -3.953013 -1.479400 -0.147 -0.016 0.489 -1.70
C -3.247162 -2.532414 0.554745 -1.621 -0.757 0.694 1.44
C -4.328631 -1.486332 0.776866 -0.533 1.305 -0.549 -1.31
C -5.248013 -1.102081 -0.405814 -0.015 0.625 0.221 -0.58
C -5.663362 0.357273 -0.286416 -0.331 -0.504 -0.962 -0.78
F -6.028048 0.658783 0.995086 0.114 0.274 0.594 -0.29
N -2.402968 -1.958161 -0.541147 1.101 0.182 -0.093 0.95
B -1.831976 -0.527546 -0.449245 0.205 1.196 -0.383 0.94
O -1.567508 0.021668 -1.670322 -1.088 -0.170 0.384 0.23
O -1.648097 0.181747 0.658015 -0.327 -0.768 0.516 -0.62
C -1.947351 1.588627 0.620959 0.387 0.183 0.675 -0.89
C -1.235627 -2.776518 -1.043657 0.576 -1.301 -1.343 1.04
P -1.292312 -3.068770 -2.914251 -0.997 0.556 -0.860 -0.16
C 0.339364 -2.473620 -3.561106 0.276 -0.114 1.457 -0.56
C 0.828324 -1.135298 -3.022840 -0.063 -0.047 -0.825 -0.89
C -1.136651 -4.892898 -3.222940 0.559 0.578 -0.748 -0.21
C -0.516232 -5.094985 -4.623961 -0.062 -0.169 0.651 -1.52
C -1.066619 -4.037030 -0.260216 0.197 0.559 0.974 -2.85
C -1.124074 -3.758875 1.282545 -0.026 -1.210 -0.769 -0.27
B 0.378388 -3.296020 1.490903 0.414 0.954 0.574 -1.78
O 1.248268 -4.236999 1.994963 -0.410 -0.670 0.183 0.71
C 1.101194 -1.951171 1.100763 -0.266 0.217 0.108 1.45
C 1.775038 -1.198923 2.274185 0.090 0.002 -0.989 -0.31
C -2.384640 -3.011890 1.838660 0.327 1.232 -0.682 -0.25
C -1.845386 -1.939533 2.825464 -0.766 0.806 1.481 -3.91
I -3.294246 -0.406212 3.589307 0.356 -1.472 -1.859 0.99
C -1.346425 -2.415983 4.221457 1.085 0.973 0.216 0.42
C -0.189430 -3.374159 4.477572 0.426 -0.113 -0.099 -1.50
I -0.603514 -0.536149 5.167523 1.176 -0.460 0.801 -0.02
N -3.261965 -3.924678 2.616185 -0.295 -0.175 0.306 1.98
C -4.202822 -3.619119 3.594709 -0.232 -1.285 3.540 0.11
O -4.180955 -4.167611 4.690332 -0.067 0.952 -2.493 -0.61
F -5.245152 -2.826138 3.340004 0.624 -0.097 -0.534 -0.29
C -2.863716 -5.269305 2.856310 -0.686 -3.919 -1.591 -0.10
O -3.358149 -6.260873 2.328633 1.404 3.342 1.618 -0.48
F -1.823523 -5.436436 3.678925 -0.721 0.371 -0.225 -0.25
H -5.396858 -7.577606 0.345982 0.015 -0.351 0.227 0.45
H -5.676865 -6.650012 -1.067511 0.025 0.063 -0.453 0.41
H -4.140898 -6.526557 -0.216817 0.308 0.124 0.047 0.19
H -6.935808 -5.596513 0.591243 -0.426 0.041 -0.085 0.59
H -5.765026 -5.785039 1.809602 0.281 -0.240 0.328 0.46
H -5.760004 -3.574660 1.485905 0.262 0.241 0.098 -0.10
H -6.153542 -3.685980 -0.161810 -0.122 0.396 -0.333 1.17
H -3.490517 -4.708836 0.309858 0.414 -0.067 0.562 0.10
H -4.965083 -4.576335 -1.723738 -0.340 -0.330 0.019 1.06
H -4.327058 -3.035138 -2.008952 0.211 0.259 -0.292 0.21
H -3.269298 -4.485726 -1.860399 0.321 0.223 -0.383 -0.26
H -3.975884 -0.521483 1.104142 0.866 0.012 -0.022 1.00
H -4.999107 -1.701957 1.582834 -0.021 -0.553 0.252 0.22
H -4.831920 -1.169543 -1.408346 0.125 -0.234 -0.195 -0.31
H -6.187193 -1.625612 -0.400671 -0.103 -0.751 -0.057 0.67
H -4.915978 1.039633 -0.678096 0.413 0.331 0.408 0.13
H -6.536374 0.482202 -0.913839 -0.314 0.248 -0.191 0.48
H -2.970772 -1.841893 -1.387832 -0.464 -0.505 0.185 1.24
H -2.372374 -0.057200 -2.217407 0.716 0.209 -0.683 -0.79
H -2.127061 1.887458 1.641007 -0.089 -0.013 0.396 0.29
H -2.845709 1.791387 0.061298 -0.162 0.003 -0.424 0.24
H -1.103088 2.154063 0.267232 0.261 0.120 -0.452 0.36
H -0.328594 -2.199633 -0.984765 0.133 0.377 0.540 -1.17
H 0.274720 -2.407609 -4.632236 -0.218 -0.105 -0.445 0.58
H 1.086542 -3.219311 -3.318837 0.287 -0.328 -0.081 0.43
H 0.169869 -0.348576 -3.349360 -0.315 0.404 0.248 0.04
H 1.771653 -0.918669 -3.496452 0.552 0.041 -0.085 0.52
H 0.992025 -1.101461 -1.956376 -0.072 0.056 0.333 0.07
H -2.103261 -5.366524 -3.265073 -0.347 -0.110 0.537 0.40
H -0.456490 -5.362048 -2.527786 -0.137 -0.352 0.474 0.25
H 0.555999 -5.103325 -4.525706 0.426 0.289 -0.290 0.36
H -0.782307 -6.071045 -4.994170 -0.229 -0.337 -0.189 0.45
H -0.847112 -4.351758 -5.330978 -0.021 0.208 -0.355 0.37
H -0.069230 -4.405408 -0.480740 0.393 -0.118 -0.050 1.68
H -1.696894 -4.865738 -0.527766 -0.497 -0.091 -0.276 0.97
H -1.110280 -4.795530 1.598305 -0.056 -0.077 0.740 0.05
H 1.628450 -3.945441 2.827220 0.597 0.066 -0.076 0.00
H 1.913069 -2.240888 0.438919 0.140 -0.292 -0.335 0.64
H 0.524971 -1.209664 0.554019 -0.187 0.091 -0.041 -0.85
H 2.653167 -0.718867 1.872212 0.292 0.167 0.054 -0.46
H 2.118649 -1.838772 3.072902 -0.115 -0.085 0.420 0.10
H 1.127203 -0.400584 2.595576 -0.200 0.052 0.623 0.23
H -1.117156 -1.246727 2.446206 0.286 -0.185 -0.816 1.43
H -2.135694 -2.621329 4.915505 -0.626 -0.333 -0.056 1.08
H -0.076381 -4.231092 3.835851 -0.462 -0.113 -0.180 0.21
H -0.272632 -3.754962 5.482516 -0.202 -0.131 0.397 0.55
H 0.758907 -2.857348 4.475862 0.297 0.257 -0.165 0.45
C -8.834384 -2.833715 3.835773 -0.063 -0.040 0.057 0.67
Cl -8.812438 -2.781142 2.068193 0.084 0.010 -0.044 -0.13
Cl -9.549211 -1.360141 4.492303 0.035 0.037 0.001 -0.15
Cl -9.694502 -4.257319 4.406802 0.029 0.014 -0.015 -0.12
H -7.812019 -2.894380 4.182263 0.045 0.006 0.002 -0.24
C 3.673869 1.846968 -5.549293 -0.055 -0.071 0.047 -0.19
Cl 2.626678 2.903877 -4.596570 -0.039 0.043 0.004 -0.04
Cl 4.622890 0.806559 -4.493814 -0.114 -0.270 -0.117 -0.08
Cl 2.728912 0.898642 -6.702983 0.013 0.029 0.054 -0.12
H 4.356719 2.470092 -6.109699 0.020 0.035 -0.028 0.42
C 4.256210 2.039365 1.465105 -0.017 -0.085 0.154 0.25
Cl 2.641726 2.018327 0.739788 0.009 0.024 -0.080 -0.03
Cl 4.177114 2.587864 3.138615 0.008 0.054 -0.082 -0.14
Cl 5.008230 0.443808 1.380531 0.082 0.060 -0.122 -0.12
H 4.867211 2.729929 0.898374 0.013 0.028 -0.028 -0.01
C 7.555756 3.400413 -2.360105 0.015 -0.093 0.022 0.10
Cl 5.961712 3.462896 -3.110767 0.040 0.223 0.120 -0.06
Cl 7.465035 3.935574 -0.680549 0.070 -0.154 -0.244 -0.06
Cl 8.240700 1.778488 -2.475326 -0.012 0.014 -0.006 -0.13
H 8.203475 4.080877 -2.895253 0.045 0.016 -0.023 0.18
C 4.376084 -5.477128 2.778587 0.121 0.198 0.079 1.33
Cl 5.079520 -3.862568 2.631948 -0.008 0.013 -0.034 -0.11
Cl 5.512767 -6.713592 2.236409 -0.030 -0.013 -0.053 -0.14
Cl 3.861355 -5.782513 4.436394 -0.080 0.007 -0.019 -0.14
H 3.503396 -5.524032 2.139509 0.280 0.110 0.128 -1.01
C 7.732359 -4.902567 -0.578042 0.086 0.035 -0.061 0.18
Cl 6.114455 -4.623635 -1.228653 -0.107 -0.017 0.017 -0.08
Cl 8.598752 -6.088537 -1.550339 -0.018 -0.024 0.025 -0.13
Cl 8.632244 -3.390675 -0.483702 -0.017 0.010 0.037 -0.11
H 7.626167 -5.296705 0.423298 -0.031 -0.004 0.043 0.13
C -2.929780 2.276075 -4.570873 0.248 0.230 0.076 0.18
Cl -3.487157 0.687500 -3.986233 -0.443 -0.105 -0.171 -0.15
Cl -3.580646 3.603404 -3.623494 -0.165 -0.629 0.094 -0.09
Cl -1.177152 2.311016 -4.602441 0.135 -0.019 -0.020 -0.08
H -3.285509 2.378058 -5.584601 -0.123 -0.042 -0.059 0.07
C -6.606220 1.666369 5.651088 0.049 0.263 0.029 0.10
Cl -6.376949 1.534704 7.389599 0.012 0.010 0.014 -0.12
Cl -6.929924 3.328786 5.180152 0.001 -0.069 -0.020 -0.11
Cl -5.168835 1.021015 4.791857 -2.395 0.321 1.096 -0.11
H -7.457499 1.062441 5.368597 0.045 -0.107 -0.062 0.07
C 6.702178 7.265560 1.036951 -0.079 0.073 -0.076 0.03
Cl 6.322310 7.618542 -0.642049 -0.309 0.018 0.088 -0.10
Cl 6.044382 8.501178 2.106277 0.029 0.002 0.022 -0.13
Cl 6.097253 5.665927 1.493604 -0.106 0.130 0.342 -0.07
H 7.778713 7.262806 1.144580 0.038 -0.039 0.013 0.25
C -2.737548 4.753422 4.516457 -0.026 -0.044 0.091 -0.09
Cl -3.069721 5.228879 2.849332 0.058 0.041 -0.111 -0.13
Cl -3.419097 5.916415 5.646796 0.016 0.000 0.008 -0.12
Cl -3.391209 3.138309 4.813649 0.595 0.815 -0.004 -0.02
H -1.665668 4.731257 4.657097 0.035 0.007 -0.017 0.32
C 2.542122 -8.129668 0.021503 -0.074 -0.136 0.040 0.02
Cl 2.088763 -7.796440 -1.653243 0.022 0.043 -0.018 -0.13
Cl 2.009515 -6.811637 1.073321 -0.378 -0.287 -0.375 -0.06
Cl 1.873580 -9.664922 0.557739 0.021 0.021 -0.001 -0.12
H 3.620584 -8.189080 0.076168 0.048 0.036 -0.010 0.25
C -5.654630 -0.789474 10.491025 0.025 -0.044 0.111 0.54
Cl -5.953915 -2.522705 10.366202 -0.008 -0.006 -0.037 -0.13
Cl -6.633933 -0.074218 11.769253 -0.015 0.022 -0.019 -0.12
Cl -3.941432 -0.466955 10.758034 0.011 0.019 -0.035 -0.12
H -5.939170 -0.332681 9.554262 -0.010 -0.005 -0.052 -0.16
C 9.772755 8.215787 -2.626688 -0.143 0.011 -0.152 0.26
Cl 9.449916 8.521773 -4.332011 0.016 -0.014 -0.006 -0.14
Cl 9.161706 9.531291 -1.630424 0.039 -0.030 0.031 -0.08
Cl 9.084219 6.657734 -2.132527 0.255 0.043 -0.001 -0.06
H 10.841154 8.162187 -2.489541 0.074 -0.031 0.005 -0.03
C -6.199358 3.775956 -7.458923 -0.008 0.167 0.011 0.03
Cl -5.817397 4.626678 -8.952524 -0.005 -0.009 -0.016 -0.13
Cl -5.242463 2.294428 -7.339880 -0.017 -0.058 0.045 -0.12
Cl -5.964933 4.820925 -6.052528 0.008 -0.092 -0.164 -0.09
H -7.241106 3.490463 -7.491748 -0.043 -0.022 0.006 0.32
C 13.157474 9.745107 -0.861919 -0.026 -0.063 0.082 0.28
Cl 12.879991 10.037898 -2.582544 0.036 -0.016 -0.014 -0.11
Cl 12.502384 11.058448 0.107341 0.020 -0.004 0.005 -0.09
Cl 12.462194 8.193524 -0.367170 0.075 -0.011 0.015 -0.12
H 14.233494 9.705978 -0.698895 -0.512 -0.195 0.006 0.10
C -5.613335 8.218242 -7.980636 -0.012 0.125 -0.020 0.65
Cl -4.477324 8.933223 -9.122516 0.016 -0.028 -0.006 -0.13
Cl -5.219836 8.685039 -6.326595 0.023 -0.010 0.072 -0.13
Cl -7.270549 8.665058 -8.381334 -0.016 -0.041 0.004 -0.12
H -5.529659 7.144408 -8.051451 0.008 -0.057 0.008 -0.27
C -0.560269 6.440531 -2.906104 -0.017 0.142 -0.135 -0.06
Cl -2.178938 6.366554 -3.616172 0.312 0.331 0.072 -0.10
Cl -0.020213 4.859362 -2.338677 -0.045 -0.085 0.051 -0.04
Cl 0.591264 7.109868 -4.055545 0.009 -0.007 -0.007 -0.12
H -0.602924 7.098674 -2.051068 -0.019 0.041 0.059 0.32
C 17.619794 10.895495 -0.019850 -0.016 -0.104 0.144 0.01
Cl 16.059162 10.976993 -0.852676 0.447 0.323 -0.105 -0.12
Cl 17.478140 11.515487 1.620589 -0.001 0.025 -0.011 -0.11
Cl 18.234998 9.245673 -0.019044 0.009 0.001 -0.029 -0.12
H 18.318220 11.518420 -0.559969 0.001 0.034 -0.052 0.32
```
Forces are in eV/Å.